164
Properties=species:S:1:pos:R:3:forces:R:3 method="wB97M-V/def2-TZVPD" relative_energy_ev=2.363 total_energy_ha=-2710.52702 lumo_energy_ev=0.35 e_homo_ev=-9.5 multiplicity=1 total_charge=0 smiles=COC[C@H](C)N.COC[C@H](C)N.COC[C@H](C)N.COC[C@H](C)N.CC(C)O.CC(C)O.CC(C)O.CC(C)O.CC(C)O.CC(C)O.CC(C)O.CC(C)O
C -4.926241 -5.227689 5.333860 0.419 0.813 -0.964
C -3.901807 -4.027322 5.487538 -0.670 -1.698 0.229
C -3.004718 -3.880450 4.236321 0.331 -0.548 0.489
O -2.000828 -2.913845 4.489492 1.258 -0.176 0.150
C -1.123514 -2.700706 3.361885 -1.294 0.113 -0.056
N -4.576481 -2.781833 5.829414 0.069 -0.268 -0.638
H -5.543342 -5.065956 4.450057 -0.271 0.205 -0.084
H -5.605130 -5.394197 6.170211 0.289 0.415 0.178
H -4.436783 -6.177031 5.116397 0.380 0.063 0.223
H -3.345297 -4.336316 6.372367 0.707 0.280 -0.210
H -3.568284 -3.630161 3.337514 -0.543 0.486 -0.091
H -2.545679 -4.829494 3.959401 0.254 -0.389 0.276
H -0.269584 -2.046926 3.539296 -0.583 0.472 0.722
H -1.833622 -2.286837 2.645944 0.678 0.264 -0.782
H -0.621419 -3.565916 2.928972 -0.518 -0.749 0.235
H -5.142698 -2.602971 5.012403 -0.745 0.313 -0.088
H -3.859199 -2.078866 5.722429 0.252 0.457 0.408
C -3.799896 -0.038919 1.834440 1.607 0.470 -0.141
C -4.037103 1.379743 2.305263 -0.769 0.033 -0.598
C -3.557213 2.470781 1.313238 -0.019 0.187 1.246
O -3.739561 3.787745 1.928880 -0.150 -0.960 -1.102
C -3.042303 4.790369 1.186795 0.162 -0.538 0.430
N -5.476804 1.492386 2.514835 0.113 0.719 0.435
H -2.728521 -0.155589 1.997688 0.226 -0.672 -0.141
H -3.958698 -0.165867 0.763567 -0.437 -0.155 -0.020
H -4.322502 -0.759814 2.463162 -0.151 0.096 -0.203
H -3.501983 1.462802 3.251224 -0.175 0.473 0.152
H -4.119853 2.368923 0.385248 -0.259 0.216 -0.075
H -2.507255 2.328425 1.057451 0.389 0.076 0.087
H -3.194531 5.766660 1.646978 0.098 -0.233 0.271
H -3.331531 4.898049 0.141404 -0.367 -0.354 -0.171
H -1.998691 4.476690 1.210978 0.392 0.527 -0.110
H -5.927260 1.229214 1.650002 -0.188 -0.214 -0.223
H -5.645568 2.485206 2.591777 -0.486 0.292 0.316
C 1.291137 -4.459119 -1.005251 -0.068 0.468 -0.428
C 0.558384 -4.797970 0.233322 -1.799 -0.467 1.447
C -0.998852 -4.556588 0.105156 1.591 0.196 -0.560
O -1.215910 -3.155598 -0.045224 0.690 -0.612 0.444
C -2.522865 -2.769685 -0.315933 -0.789 0.887 0.005
N 0.775400 -6.211938 0.556667 -0.102 -0.665 0.121
H 1.041738 -3.454286 -1.346151 0.238 0.148 0.183
H 0.954805 -5.125141 -1.799855 0.404 -0.284 -0.016
H 2.350698 -4.543793 -0.763865 0.132 0.022 -0.624
H 0.921101 -4.248601 1.102072 -0.075 0.847 -0.147
H -1.530151 -4.990903 0.952019 -0.150 0.153 0.169
H -1.331123 -5.020051 -0.823769 -0.148 -0.423 -0.003
H -2.498271 -1.753919 -0.710550 0.158 0.048 -0.286
H -3.108393 -2.653429 0.596072 -0.256 -0.534 0.180
H -3.023110 -3.392567 -1.057473 -0.051 -0.262 0.106
H 0.433685 -6.434544 1.480665 -0.791 0.114 0.163
H 1.753154 -6.390087 0.736553 0.522 0.156 -0.663
C 6.227431 -0.094846 -4.736085 -0.152 -0.045 0.854
C 5.339635 -1.293091 -5.046625 0.325 1.352 1.753
C 4.032938 -1.223754 -4.205266 -0.878 -0.466 0.412
O 4.207609 -1.019854 -2.780860 -0.077 0.129 -0.717
C 3.011625 -1.043014 -1.982514 0.196 0.208 -0.238
N 5.082827 -1.251742 -6.466607 -0.600 -0.701 -0.179
H 6.410008 -0.101867 -3.661512 0.074 0.291 0.026
H 5.692829 0.814206 -5.011616 0.109 0.093 0.035
H 7.202963 -0.107776 -5.222168 -0.126 -0.178 -0.262
H 5.895391 -2.182708 -4.750287 -0.145 -0.343 0.147
H 3.466431 -2.141539 -4.362799 0.197 -0.822 0.156
H 3.281475 -0.534929 -4.591164 0.498 0.968 -0.147
H 2.227219 -0.322757 -2.214978 0.118 0.272 -0.890
H 3.265852 -0.731210 -0.969474 0.451 -0.478 0.039
H 2.519592 -2.015635 -1.980449 0.241 -0.192 0.023
H 5.885262 -1.727117 -6.854183 0.166 0.168 -0.611
H 4.323511 -1.894487 -6.641065 -0.374 -0.176 -0.391
C 0.587443 0.592536 -5.126876 -0.271 -0.142 -0.135
C 0.972542 2.022648 -5.571423 -0.380 -0.893 1.236
C 0.074789 3.018565 -4.880240 -0.801 1.228 0.093
O 2.283799 2.267058 -5.113870 0.792 0.167 0.170
H 0.593225 0.485129 -4.042186 0.180 0.517 0.216
H 1.285589 -0.179625 -5.450035 0.040 0.115 -0.466
H -0.421084 0.278107 -5.395396 -0.024 0.197 -0.432
H 1.053373 2.162771 -6.649352 -0.940 -0.135 -0.192
H -0.965180 3.036310 -5.206192 0.005 -0.319 -0.524
H 0.422659 4.045761 -4.989560 0.241 0.006 -0.347
H -0.038292 2.924173 -3.800241 0.553 -0.671 0.160
H 2.827238 1.831960 -5.774895 0.597 0.015 0.239
C -4.546612 0.793084 -4.228221 1.327 0.526 0.279
C -3.788581 0.696498 -2.898944 0.105 0.789 -0.585
C -3.305017 2.071968 -2.325931 -0.854 -1.221 -0.624
O -4.645045 0.020630 -2.015178 0.001 0.063 1.487
H -3.797283 1.059268 -4.973703 -0.200 -0.010 -0.423
H -5.313170 1.567907 -4.216654 -0.218 -0.302 0.055
H -4.907685 -0.215945 -4.427168 -0.314 0.223 -0.366
H -2.903714 0.095814 -3.109363 0.266 -0.191 0.192
H -2.767901 1.993414 -1.380719 -0.202 -0.188 -0.139
H -4.181273 2.709532 -2.208564 0.072 0.185 0.075
H -2.630703 2.495998 -3.069977 -0.012 0.167 0.022
H -4.918224 -0.802419 -2.426937 -0.015 -0.060 -0.046
C 3.234886 1.342366 3.915451 0.027 0.712 -0.745
C 2.831443 1.022644 5.318207 -0.351 -1.262 0.633
C 3.030988 -0.479117 5.653534 0.848 0.389 -0.204
O 3.518236 1.895233 6.222937 -0.126 -0.725 -0.078
H 2.848444 0.655659 3.162320 0.142 -0.215 0.121
H 4.314078 1.472113 3.834030 0.122 -0.425 -0.032
H 2.825143 2.314723 3.642108 -0.133 0.264 -0.066
H 1.758038 1.168938 5.438677 -0.151 0.264 -0.070
H 2.690338 -1.106476 4.829841 -0.552 0.205 -0.051
H 2.560613 -0.816249 6.577221 -0.024 0.258 -0.020
H 4.087165 -0.746880 5.683363 0.243 0.276 0.338
H 3.400520 2.775234 5.857760 0.050 0.231 0.149
C 4.222369 2.218295 -0.013488 -0.596 -0.770 0.034
C 5.618895 1.671091 0.360554 -1.029 0.746 -2.062
C 6.360276 1.381163 -0.986505 0.733 0.122 1.632
O 6.320342 2.708289 1.036712 0.813 -0.333 -0.015
H 3.651353 1.658785 -0.754435 0.448 -0.701 -0.213
H 4.251338 3.191358 -0.503792 0.360 0.291 0.558
H 3.538941 2.176854 0.834621 0.078 0.631 0.357
H 5.538768 0.773305 0.973458 0.033 -0.041 0.120
H 6.023145 0.510760 -1.549397 -0.691 0.362 0.026
H 7.394904 1.132562 -0.750200 0.235 0.192 0.079
H 6.373929 2.327545 -1.527124 -0.129 -0.267 -0.393
H 5.746018 3.285484 1.545239 -0.323 -0.251 -0.075
C 1.694873 4.618840 -1.615041 0.058 -0.293 -0.084
C 0.756248 5.010800 -0.458817 0.276 -0.536 0.151
C 1.144705 4.375720 0.894137 0.100 0.033 -0.311
O 0.801653 6.415295 -0.285250 0.091 0.400 0.495
H 1.625076 3.594217 -1.980234 -0.184 -0.253 0.445
H 2.736187 4.777115 -1.334493 -0.009 0.118 0.146
H 1.534531 5.187140 -2.531239 -0.265 0.432 0.159
H -0.278353 4.727592 -0.652451 -0.170 -0.214 -0.342
H 2.188847 4.599852 1.112365 0.023 0.065 0.097
H 1.025510 3.292598 0.921198 0.114 -0.113 -0.469
H 0.525503 4.709084 1.726938 -0.037 0.490 -0.170
H 0.437352 6.853142 -1.058029 0.016 -0.080 -0.125
C 0.517954 0.314785 1.302995 -1.204 0.977 -0.608
C -0.368215 0.215031 0.018797 1.218 1.202 0.063
C -0.218775 1.409038 -0.924707 -0.175 0.854 0.890
O 0.036353 -0.891923 -0.710188 -0.056 -0.679 -0.740
H 0.439085 -0.579059 1.921805 0.198 -0.084 -0.208
H 0.147569 1.149834 1.897661 -0.078 0.127 0.300
H 1.540997 0.587649 1.044101 0.111 -0.443 -0.107
H -1.428454 0.245890 0.269867 -0.220 -0.732 0.271
H -0.829271 2.213457 -0.514452 0.087 0.352 0.154
H -0.650154 1.257851 -1.914222 0.333 -0.484 -0.019
H 0.792964 1.812733 -0.963793 0.139 -0.315 -0.284
H -0.392834 -1.670280 -0.347471 0.208 -0.640 0.105
C -0.783858 -4.670368 -4.442341 -0.246 0.594 0.445
C -1.599690 -3.505131 -3.867483 0.771 0.484 -0.576
C -1.008191 -2.114236 -4.088485 1.365 -0.884 0.472
O -2.861523 -3.479888 -4.481538 -1.424 -0.457 0.220
H -1.330024 -5.551420 -4.105357 0.413 -0.354 -0.302
H 0.247237 -4.656255 -4.089174 -0.085 -0.181 0.206
H -0.733264 -4.625105 -5.530233 -0.162 -0.030 -0.133
H -1.739475 -3.716785 -2.807397 -0.130 0.172 0.058
H 0.075619 -2.190863 -4.001385 0.309 0.059 -0.099
H -1.246174 -1.400658 -3.299645 -0.585 0.142 -0.361
H -1.223348 -1.822632 -5.116477 -0.180 0.380 0.250
H -2.761642 -3.732729 -5.402237 0.007 0.000 -0.081
C -0.340373 3.204262 4.530258 -1.679 0.008 0.658
C -1.447333 2.490612 5.390788 0.511 -1.256 -1.146
C -1.318230 0.949303 5.313872 0.145 0.822 -0.697
O -1.254553 2.781095 6.732369 0.562 0.697 1.420
H -0.363536 4.245668 4.851275 0.437 0.039 0.077
H -0.593399 3.233112 3.470424 -0.108 -0.312 -0.062
H 0.639879 2.744827 4.657199 -0.116 0.117 0.173
H -2.470599 2.802881 5.182192 0.018 0.218 -0.915
H -1.959027 0.420503 6.019445 -0.208 0.138 0.057
H -0.281945 0.779029 5.605804 -0.015 -0.511 -0.235
H -1.550244 0.580378 4.314789 0.261 -0.211 -0.070
H -1.716850 2.063228 7.171157 0.062 0.236 0.618